{
  "formula": "C23H33N3O3S",
  "method": "the ωB97M-V functional and the def2-TZVPD basis",
  "elements": ["C", "H", "C", "C", "N", "C", "C", "N", "C", "C", "H", "H", "C", "N", "C", "O", "C", "C", "C", "C", "C", "H", "H", "S", "O", "C", "C", "C", "C", "C", "C", "C", "H", "H", "H", "H", "H", "H", "H", "O", "H", "H", "H", "H", "H", "H", "H", "C", "C", "H", "H", "H", "H", "H", "H", "H", "H", "H", "H", "H", "H", "H", "H"],
  "coordinates": [[-1.35633, -4.85267, 0.70947], [-2.13915, -4.72906, -0.03541], [-1.49951, -3.81068, 1.81041], [-1.32045, -2.39545, 1.25830], [0.00082, -2.21783, 0.68300], [0.05148, -1.26092, -0.40213], [1.42639, -1.31334, -1.05762], [2.45568, -0.98398, -0.08587], [3.78197, -0.92434, -0.68721], [4.04124, 0.41184, -1.38618], [5.01739, 0.36305, -1.87087], [3.29154, 0.58982, -2.15755], [4.03854, 1.57650, -0.40021], [2.71782, 1.80069, 0.13669], [2.25168, 3.04285, 0.36176], [2.88689, 4.05774, 0.12366], [0.89591, 3.11945, 0.93632], [0.26629, 4.21998, 1.45818], [-1.00085, 3.78507, 1.89159], [-1.06849, 2.44716, 1.60438], [-2.18164, 1.50391, 1.76613], [-2.61010, 1.54277, 2.76707], [-1.89898, 0.48436, 1.51482], [-3.64831, 1.98896, 0.66428], [-4.73871, 1.13821, 1.13633], [-3.01589, 1.16532, -0.83188], [-3.43431, -0.13473, -1.05459], [-3.01800, -0.81129, -2.18500], [-2.17922, -0.17289, -3.08643], [-1.77981, 1.13182, -2.86300], [-2.20163, 1.83354, -1.73641], [-1.79023, 3.25905, -1.54366], [-0.73526, 3.32138, -1.27618], [-1.92064, 3.81144, -2.47263], [-2.37387, 3.73981, -0.76331], [-1.14062, 1.62865, -3.57844], [-1.84538, -0.69205, -3.97266], [-3.34695, -1.82370, -2.36588], [-4.10265, -0.58710, -0.33585], [0.08129, 2.03599, 1.02561], [-1.76645, 4.37348, 2.35405], [0.67985, 5.20506, 1.51460], [2.18996, 0.95810, 0.34586], [4.74162, 1.36628, 0.41652], [4.35120, 2.50523, -0.88570], [4.51920, -1.04074, 0.11175], [3.93136, -1.75169, -1.40147], [2.38835, -1.92904, 1.01629], [1.00875, -1.87283, 1.66299], [0.96973, -2.58696, 2.48693], [0.84160, -0.85781, 2.07193], [3.14716, -1.66119, 1.75590], [2.57801, -2.96006, 0.67299], [1.45948, -0.59165, -1.87583], [1.58614, -2.32342, -1.47313], [-0.70694, -1.52096, -1.14245], [-0.13801, -0.22900, -0.05604], [-2.05890, -2.23529, 0.46888], [-1.51566, -1.66263, 2.06078], [-0.75787, -3.99930, 2.58819], [-2.48782, -3.88228, 2.26869], [-0.39361, -4.73523, 0.21996], [-1.42507, -5.85738, 1.11927]],
  "forces_ev_per_angstrom": [[0.016, 0.051, 0.241], [-0.099, -0.024, -0.137], [-0.021, 0.126, -0.247], [0.004, -0.203, 0.216], [0.023, 0.098, -0.004], [0.120, -0.029, -0.299], [-0.341, 0.145, -0.057], [0.014, -0.218, 0.084], [0.110, 0.121, -0.267], [0.008, -0.104, 0.360], [0.004, 0.001, -0.063], [0.016, 0.032, -0.104], [0.185, 0.116, -0.266], [-0.144, -0.083, 0.013], [0.164, -0.379, -0.103], [-0.097, 0.230, 0.110], [-0.370, 1.170, 0.336], [0.529, -0.587, -0.383], [-0.035, -0.712, -0.077], [-0.185, 0.843, 0.350], [-0.438, 0.121, -0.474], [-0.043, 0.004, -0.017], [-0.107, -0.031, 0.001], [1.451, -0.298, -0.140], [-1.048, -0.551, 0.444], [0.004, 0.361, 0.158], [-0.145, -0.124, 0.138], [-0.049, 0.058, 0.006], [0.025, -0.005, -0.066], [-0.018, -0.071, 0.014], [0.005, -0.010, -0.007], [0.109, 0.055, -0.084], [0.054, 0.066, 0.093], [-0.012, 0.078, -0.027], [0.060, 0.133, -0.022], [0.067, 0.070, -0.090], [0.034, -0.039, -0.090], [-0.034, -0.090, -0.006], [-0.080, -0.062, 0.055], [0.133, -0.234, -0.133], [-0.226, 0.086, 0.104], [0.169, 0.186, -0.028], [-0.076, 0.114, 0.063], [0.040, 0.063, -0.084], [0.029, -0.153, 0.103], [0.003, -0.036, -0.020], [0.000, -0.030, 0.109], [-0.127, 0.007, 0.299], [0.231, -0.188, -0.016], [0.019, 0.038, 0.038], [0.000, -0.058, 0.017], [0.004, -0.031, -0.037], [0.027, 0.027, 0.032], [0.003, -0.016, -0.029], [0.026, 0.052, -0.007], [0.054, 0.053, 0.067], [-0.038, -0.057, -0.077], [-0.018, 0.061, 0.021], [-0.032, 0.026, -0.105], [-0.025, 0.012, 0.114], [0.019, 0.004, 0.111], [0.068, -0.056, -0.092], [-0.019, -0.131, -0.038]],
  "orbital_gap_ev": 9.20,
  "largest_force_ev_per_a": 1.49,
  "spin_multiplicity": 1,
  "relative_energy_ev": 2.923
}